No. 1
One molecule with the formula C10H19N5O5 in a non-equilibrium geometry. Source: OMol25; level of theory: ωB97M-V with the def2-TZVPD basis set.

Each line ends with the Mulliken charge.
Element x y z (Å)
H (1.0310, -0.6120, -0.0112)  0.605
H (-3.2922, -1.9572, -1.0777)  0.454
C (1.6809, 3.4276, 1.6331)  0.527
H (-1.6065, 2.3016, -1.3363)  0.330
C (-2.1157, -3.7116, -1.5025)  -1.014
H (-0.3481, -1.8571, -1.0139)  0.376
H (2.6927, 0.8276, -1.1785)  0.433
O (-2.4528, -3.8263, 1.2288)  -0.596
H (0.1093, 4.4922, 1.7538)  0.182
C (3.0217, 1.5319, 0.8464)  -1.042
N (2.3482, 2.2577, 1.9539)  -0.354
H (-3.0180, -0.8687, 0.8882)  0.426
C (-2.5905, -2.7093, 0.7446)  0.726
H (0.1289, 0.4971, -2.0572)  0.296
N (0.4338, 3.5430, 1.8856)  -0.754
C (0.8625, 0.4591, -0.0637)  -0.889
N (2.4969, 4.3612, 1.0563)  -0.430
C (-2.3803, -2.4383, -0.7295)  -0.221
C (-0.2891, 0.7878, -1.0393)  0.103
O (-2.5607, 0.2928, -0.3458)  -0.817
H (-1.9168, -3.4378, -2.5514)  0.351
C (2.1149, 1.3243, -0.3744)  -0.636
H (2.1375, 5.3185, 0.8723)  0.223
H (0.5769, 0.7457, 0.9544)  0.208
H (3.8981, 2.0776, 0.4723)  0.344
C (-1.4647, -0.1371, -0.7217)  0.403
H (3.3563, 0.5924, 1.3370)  0.441
N (-1.2912, -1.4474, -0.9378)  -0.026
C (-0.9619, -4.6084, -1.0415)  0.462
O (-2.9810, -1.6693, 1.4775)  -0.533
O (-0.9563, -5.7818, -1.0703)  -0.538
H (-0.6228, 2.4822, 0.0239)  0.239
H (3.4178, 4.3552, 1.4329)  0.228
H (0.6617, -4.5467, -0.2641)  0.332
O (0.0604, -3.8467, -0.6019)  -0.442
H (1.6940, 1.6544, 2.4902)  0.371
N (-0.6546, 2.1746, -0.9651)  -0.614
H (1.7892, 2.2458, -0.7781)  0.454
H (-3.0095, -4.2947, -1.3892)  0.393

The calculation puts the orbital gap at 0.35931 Ha. The calculation puts the relative energy (zero: lowest compared OMol25 entry of this formula, charge and spin) at 1.0 kcal/mol. The value obtained for the HOMO energy is -9.3762 eV.

=====

No. 2
C23H47BrIrN7SSeSi2 as an isolated structure. Source: OMol25; level of theory: ωB97M-V with the def2-TZVPD basis set.

Each line ends with the Löwdin spin population.
Element x y z (Å)
H (7.4830, 0.7012, 1.7987)  0.000
H (-3.7723, 3.8267, 0.5321)  0.000
H (-1.4631, -1.3046, -2.9439)  0.000
H (-3.3684, 0.1171, 2.5305)  0.000
C (-4.5925, 0.7453, 0.3468)  0.000
H (-2.6751, -4.6480, -1.9073)  0.000
H (-2.9184, -4.3584, -0.1897)  0.000
H (-4.1826, 1.4680, -2.1081)  0.000
H (-5.9617, -0.3334, -1.6646)  0.000
N (1.6704, 6.5066, -0.1744)  0.000
H (7.2398, -0.0727, -1.5215)  0.000
C (-1.3028, 5.8573, 0.0427)  0.001
C (-2.7396, -1.8419, 1.7337)  0.000
C (-4.1338, -2.4695, 2.0051)  0.000
H (3.2982, -3.1458, 2.0821)  0.000
H (-5.3455, 1.3860, -0.1186)  0.000
C (-5.1944, -1.0236, -1.3049)  0.000
Si (5.9004, 1.1958, 0.0393)  -0.001
C (2.9209, -1.9939, 0.4944)  0.000
C (1.1477, 5.3209, -0.0665)  0.007
H (2.5324, -1.0059, -1.2170)  0.000
H (-1.6105, -0.0871, 2.4117)  0.002
C (-1.6626, -2.8610, 2.1267)  0.000
H (-2.5260, 1.2204, -1.5514)  0.000
H (-4.3100, -3.3804, 1.4284)  0.000
S (3.1575, -0.5813, 1.5252)  -0.001
H (-4.0317, -3.6682, -1.3836)  0.000
C (-0.2515, 4.9563, 0.0632)  0.002
C (6.3912, 0.7785, 1.7613)  0.000
N (2.9889, 6.2483, -0.2282)  0.006
H (3.6832, -4.6846, -0.1832)  0.000
C (6.2430, 2.9329, -0.4773)  0.000
C (-2.9841, -3.8969, -1.1754)  0.000
H (3.6457, 7.0129, -0.3163)  0.000
H (4.2237, 4.5145, -0.1755)  0.000
H (5.9296, -1.0809, -0.9164)  0.000
H (-5.6650, -1.6540, -0.5465)  0.000
N (2.0810, 4.3101, -0.0467)  0.014
H (1.9077, -4.4576, -0.1103)  0.000
H (-3.8285, 1.3895, 0.7823)  0.000
C (2.8355, -4.4518, 0.4618)  0.000
N (-0.4529, 3.6321, 0.2273)  0.003
H (-0.4942, -3.5751, -0.0489)  0.000
H (-1.7770, -3.8190, 1.6207)  0.000
Si (-2.8021, -1.4574, -0.1025)  0.000
H (2.5764, -2.7376, -1.3688)  0.000
N (2.6693, -1.9139, -0.7940)  0.000
N (-2.5583, 5.4582, 0.1985)  -0.002
C (3.2402, 4.9485, -0.1509)  0.009
H (5.6194, 0.1459, -2.1733)  0.000
H (-1.1137, 6.9147, -0.0977)  0.000
C (-2.0467, -2.6678, -1.3295)  0.000
Br (0.0070, 0.3461, -0.0588)  0.062
H (-1.8867, 2.1864, 0.5679)  0.000
H (-1.7554, -3.0534, 3.1980)  0.000
H (6.0909, 1.5602, 2.4602)  0.000
H (-3.0885, -1.9763, -3.1443)  0.000
H (-0.3217, -3.8363, -1.7811)  0.000
H (7.3260, 3.0216, -0.6182)  0.000
C (-3.4396, 0.7066, -1.8584)  0.000
C (-2.7526, 4.1619, 0.3887)  0.001
H (-1.6880, -2.9892, -3.4173)  0.000
H (-5.0861, 0.2118, 1.1566)  0.000
H (-4.9044, -1.6490, -2.1480)  0.000
C (-4.0231, -0.1767, -0.7400)  0.000
H (-3.2264, 0.1558, -2.7701)  0.000
C (-2.5539, -0.5965, 2.6172)  0.001
H (0.0901, -2.2615, -1.0869)  0.000
C (6.1754, -0.0760, -1.2626)  0.000
N (3.0155, -3.1524, 1.1125)  0.000
Ir (1.2553, 2.4462, 0.1709)  0.895
H (5.9907, -0.1765, 2.0929)  0.000
C (-2.0830, -2.1885, -2.7869)  0.000
H (5.7877, 3.1859, -1.4363)  0.000
H (-4.1732, -2.7491, 3.0610)  0.000
Se (3.3476, 1.0965, 0.1134)  0.003
H (-2.5270, -0.9261, 3.6586)  0.000
H (2.7632, -5.2118, 1.2335)  0.000
H (-0.6554, -2.4790, 1.9471)  0.000
C (-0.6053, -3.1015, -1.0209)  0.000
H (-4.9589, -1.7810, 1.8247)  0.000
C (-1.7145, 3.2385, 0.4062)  -0.001
H (5.9740, 3.6478, 0.3008)  0.000

Its total charge is +3. As for the multiplicity: 2. The calculation puts the orbital gap (spin up / spin down) at 0.32344 / 0.27788 Ha. The calculation puts the relative energy (zero: lowest compared OMol25 entry of this formula, charge and spin) at 0.0 kcal/mol. The value obtained for the HOMO energy (spin up / spin down) is -17.1446 / -16.9982 eV.

=====

No. 3
A 2-piece molecular cluster, C26H46N4O9 overall in a non-equilibrium geometry. Source: OMol25; level of theory: ωB97M-V with the def2-TZVPD basis set.

Each line ends with the Mulliken charge.
Element x y z (Å)
H (5.9535, 0.7422, 2.2941)  0.365
C (0.7593, -1.0352, -1.9306)  -2.014
H (0.2582, 4.6135, 2.2983)  0.338
H (2.4787, -3.6207, -0.8744)  0.214
C (3.2280, -1.4777, -2.5324)  -0.796
O (7.4438, 0.9491, 0.2593)  -0.552
O (-7.4504, 0.6253, 0.5809)  -0.305
C (1.4285, -3.8836, -0.9832)  -1.570
H (4.5758, 0.1520, -0.9020)  0.197
H (5.6049, 0.0599, -2.3166)  0.274
O (-1.2507, 0.0755, 1.9149)  -0.587
C (-8.5203, 1.1136, 1.2821)  0.686
H (-0.2141, -2.0458, 2.4599)  0.405
H (3.3968, -3.6941, 4.5944)  0.470
C (0.5156, 2.0103, 1.4728)  -0.895
C (-4.3047, 0.7095, -0.8379)  -0.780
O (3.2400, 0.5682, -5.2747)  -0.677
C (2.2358, -2.0207, 3.5957)  -1.415
C (-5.1031, 1.2186, 0.3751)  -0.709
H (1.0507, 4.5841, -0.4876)  0.412
C (-0.1943, -0.4063, 1.0984)  0.787
O (2.6169, 1.5725, -3.4680)  -0.560
H (2.4083, 0.2715, -1.7106)  0.358
H (-4.5798, 2.0744, 0.8090)  0.261
C (5.2622, -0.5053, -1.4472)  -0.299
H (3.4055, -0.7713, -3.3518)  0.184
N (0.1235, 3.1519, 0.7398)  0.122
O (3.3671, 2.7239, -5.1378)  -0.673
C (-0.1176, -1.8674, -0.9850)  -0.016
H (-0.8645, -2.3820, -1.5972)  0.446
H (-5.0051, 0.3684, -1.6028)  0.597
H (-3.4998, -0.7687, 0.5303)  0.498
H (-1.6764, -0.0645, -1.7884)  0.565
H (-6.7137, 1.6572, -1.0167)  0.360
H (1.8131, 2.9988, -0.5570)  0.200
C (4.5668, -1.7893, -1.8664)  -0.905
N (1.2733, -2.4412, 1.0117)  -0.087
H (-9.8155, 0.8644, -0.3908)  0.300
H (-5.1495, 0.4595, 1.1569)  0.404
H (2.4848, -1.0277, -0.5330)  0.280
H (0.3856, 1.0621, -0.4085)  0.777
H (5.2201, -2.2932, -2.5822)  0.518
C (-0.4807, 4.1461, 1.6399)  -0.954
H (-0.2922, -3.5883, 0.2162)  0.742
C (2.2361, -0.7994, -1.5694)  0.308
H (-6.7735, 2.5813, 0.5266)  0.440
C (2.8191, -2.9205, 4.1486)  -0.073
H (-3.5814, -1.3030, -1.1651)  0.277
H (-1.7405, 0.9396, -0.3183)  0.352
N (-0.9609, -1.0299, -0.0325)  0.408
H (2.7973, -2.3671, -3.0012)  0.503
C (-1.8910, -0.0577, -0.7241)  -0.819
H (-1.2568, 3.6794, 2.2425)  0.343
H (6.0702, -1.0131, 2.0948)  0.293
C (-6.5473, 1.6222, 0.0622)  -0.685
H (4.7097, -0.1489, 1.3639)  -0.428
H (-0.9598, 0.1025, 2.8346)  0.665
C (1.3385, 3.7208, 0.1105)  -0.909
H (1.2868, -4.9136, -0.6512)  0.474
C (0.5519, -1.5069, 1.8736)  -1.530
C (-3.3505, -0.4606, -0.5071)  -0.988
H (1.5184, -3.2485, 1.5750)  0.471
C (5.7709, -0.0827, 1.6082)  -0.057
C (-9.8441, 0.7309, 0.6902)  -1.003
C (0.6536, 0.7711, 0.6031)  -0.190
H (1.7103, 0.5105, 0.5583)  0.111
H (-0.9169, 4.9283, 1.0174)  0.361
C (0.5410, -2.9541, -0.1506)  -0.330
H (4.4397, -2.4123, -0.9744)  0.128
H (1.0150, -0.3328, 3.6453)  0.607
H (1.1360, -3.8644, -2.0340)  0.348
H (-10.6198, 1.3445, 1.1409)  0.342
N (3.0803, 1.6322, -4.6428)  0.876
H (-1.5927, -1.6910, 0.4286)  0.628
H (2.0599, 4.0384, 0.8713)  0.361
C (6.6129, 0.1027, 0.3736)  0.524
H (0.2810, -0.0748, -2.1217)  0.509
O (6.3792, -0.8339, -0.5931)  -0.332
H (-3.7341, 1.5312, -1.2779)  0.470
C (1.5435, -0.9321, 2.8990)  0.500
H (-10.0367, -0.3249, 0.8900)  0.283
O (-8.3739, 1.7575, 2.2771)  -0.525
H (0.7495, -1.5321, -2.9038)  0.875
H (2.2778, -0.2785, 2.4281)  0.070
O (0.7370, 1.9997, 2.6575)  -0.621

The calculation puts the orbital gap at 0.23897 Ha. The calculation puts the relative energy (zero: lowest compared OMol25 entry of this formula, charge and spin) at 0.0 kcal/mol. The value obtained for the HOMO energy is -7.0426 eV.

=====

No. 4
A 5-piece molecular cluster, C30H34BN4O11 overall in a non-equilibrium geometry. Source: OMol25; level of theory: ωB97M-V with the def2-TZVPD basis set.

Each line ends with the Mulliken charge.
Element x y z (Å)
C (2.9019, -3.8123, 4.3178)  -0.372
O (1.2339, -1.9444, 5.3843)  -0.619
C (-0.1786, -0.5534, 0.9372)  -0.145
C (4.8606, 4.0190, -4.6934)  -0.253
H (1.7276, 5.5562, 2.2413)  0.441
H (0.4365, 7.6154, 2.6299)  0.369
O (-6.1151, -0.1079, 1.0232)  -0.656
C (-4.7238, -7.5186, -2.3025)  -0.538
B (-5.4664, 0.8569, 0.0778)  1.128
C (-4.4170, -8.6515, -1.5582)  -0.408
H (5.1478, -2.7014, 1.3706)  0.368
C (5.7065, 5.9429, -3.4961)  -0.290
C (-2.2600, -1.9237, 0.3796)  -0.334
O (1.8688, -0.4335, 3.9812)  -0.582
C (-1.0267, -1.1577, -0.2937)  -0.716
H (2.2796, -4.1340, 5.1433)  0.436
H (-4.7778, -5.3789, -2.3446)  0.440
H (-1.8990, -2.9547, 0.6891)  0.285
N (1.6337, 3.9876, 0.0525)  1.074
H (0.9295, -0.7028, 0.7515)  0.252
H (-0.2007, 5.0921, -1.5820)  0.440
C (4.5174, -3.0101, 2.1962)  -0.511
C (0.8490, 5.1995, 0.3015)  0.159
C (5.6629, 5.1523, -4.6377)  -0.038
H (-3.6705, -9.4116, 0.3066)  0.355
H (3.6123, -1.0829, 2.4126)  0.462
H (4.9469, 6.2116, -1.5073)  0.395
O (7.1740, 6.5166, -5.7154)  -0.607
C (4.0850, 3.6797, -3.5929)  -0.659
H (6.3347, 6.8235, -3.4467)  0.432
H (-0.4258, -1.1585, 1.8657)  0.225
H (3.4532, 2.7999, -3.6255)  0.419
H (5.2453, -5.0301, 2.1947)  0.361
O (2.4033, 3.6201, 0.9227)  -0.604
C (-3.7135, -7.2651, 0.2794)  -0.338
C (-0.6009, 7.5084, 0.7522)  -0.357
C (3.6506, -2.0993, 2.7850)  -0.202
O (-4.1702, -3.8440, -0.5502)  -0.428
H (-5.7036, -2.1365, 1.5386)  0.134
C (2.8458, -2.5098, 3.8393)  0.006
O (6.3806, 4.8295, -6.8021)  -0.602
O (-4.1036, 0.2718, -0.1915)  -0.896
H (3.5036, 4.2075, -1.5983)  0.442
H (-5.1163, -7.6206, -3.3076)  0.358
H (3.8161, -5.7393, 4.0833)  0.361
C (-4.4133, -1.1183, -0.1737)  -0.091
H (-4.5203, -0.9236, 2.1222)  0.189
C (4.9259, 5.5986, -2.4009)  -0.517
C (-4.5324, -6.2554, -1.7574)  -0.258
H (4.8276, 3.3975, -5.5795)  0.427
H (-1.1648, 8.4184, 0.9260)  0.375
H (-0.7126, 1.2203, 2.1706)  0.311
C (4.5729, -4.3184, 2.6617)  -0.377
C (4.1148, 4.4706, -2.4510)  -0.134
H (-0.3223, -1.8871, -0.8059)  0.297
H (-5.3160, 1.9830, 0.4640)  -0.317
C (0.3002, 7.0586, 1.7102)  -0.470
H (-2.4810, -1.3560, 1.3343)  0.079
C (-0.7814, 6.7972, -0.4279)  -0.538
C (-0.0545, 5.6374, -0.6580)  -0.251
C (-5.1748, -1.1920, 1.2251)  -0.248
N (-3.8506, -4.8034, 0.1190)  1.069
H (-1.4872, 7.1496, -1.1705)  0.373
H (-1.3560, -0.3576, -1.0056)  0.340
C (-4.0325, -6.1388, -0.4677)  0.003
C (3.7689, -4.7185, 3.7224)  -0.417
C (-3.9101, -8.5257, -0.2706)  -0.404
N (1.9130, -1.5556, 4.4486)  1.083
O (-3.3874, -2.0503, -0.4862)  -0.229
O (-3.3890, -4.7417, 1.2535)  -0.638
H (-4.5747, -9.6371, -1.9834)  0.364
H (-5.2527, -1.3245, -0.9157)  0.251
H (-1.6101, 1.1199, 0.6016)  0.298
H (0.1974, 1.5847, 0.5669)  0.050
N (6.4669, 5.5265, -5.8057)  0.992
H (-5.9899, 0.8224, -1.0119)  -0.325
C (1.0285, 5.8983, 1.4885)  -0.445
C (-0.5961, 0.9739, 1.0785)  -0.894
O (1.4747, 3.4172, -1.0167)  -0.573
H (-3.3181, -7.1778, 1.2836)  0.435

Its total charge is -1. The calculation puts the orbital gap at 0.16218 Ha. The calculation puts the relative energy (zero: lowest compared OMol25 entry of this formula, charge and spin) at 44.2 kcal/mol. The value obtained for the HOMO energy is -3.5763 eV.

=====

No. 5
One molecule with the formula C3HNO3S in a non-equilibrium geometry. Source: OMol25; level of theory: ωB97M-V with the def2-TZVPD basis set.

Each line ends with the Mulliken charge.
Element x y z (Å)
C (-1.6086, -0.0494, 0.0127)  0.449
C (-0.3542, 0.8243, -0.0486)  0.642
H (0.7816, -2.1143, 0.6288)  0.336
O (-1.0599, -1.3583, 0.0772)  -0.219
C (0.8154, -0.1465, -0.0368)  0.097
N (0.2802, -1.3926, -0.1872)  -0.146
O (-0.3655, 2.0227, 0.0329)  -0.445
S (2.3546, 0.1032, 0.0181)  -0.286
O (-2.7661, 0.1408, -0.0065)  -0.429

The calculation puts the orbital gap at 0.27220 Ha. The calculation puts the relative energy (zero: lowest compared OMol25 entry of this formula, charge and spin) at 77.1 kcal/mol. The value obtained for the HOMO energy is -9.7203 eV.

=====

No. 6
A 2-piece molecular cluster, C10H16 overall. Source: OMol25; level of theory: ωB97M-V with the def2-TZVPD basis set.

Each line ends with the Mulliken charge.
Element x y z (Å)
C (0.8314, -3.6449, -0.2548)  -1.068
H (-0.1031, -0.7125, -1.0811)  0.431
C (1.6891, -2.7955, -2.4797)  -1.138
C (0.1755, 2.3365, 0.3510)  -0.404
H (1.6580, -3.8068, -2.8797)  0.395
C (-1.7715, 1.2031, 1.1622)  -0.377
H (2.4584, -2.2082, -2.9721)  0.268
H (0.8134, 3.2117, 0.3429)  0.369
H (1.3444, 1.2691, -1.0794)  0.379
H (1.9469, -1.8479, -0.5568)  0.231
H (-0.1297, -3.1379, -0.3410)  0.231
H (0.6953, -4.6154, -0.7420)  0.348
H (-0.4120, 3.9241, 2.5284)  0.341
H (2.8880, -3.3438, -0.7761)  0.344
H (-2.0318, 3.2464, 2.7832)  0.346
C (-0.3562, 0.1275, -0.4470)  -0.150
C (-1.4780, 0.1039, 0.3659)  -0.720
H (0.6962, -2.3735, -2.6502)  0.292
C (1.9268, -2.8601, -0.9636)  -0.159
H (-2.6516, 1.1646, 1.7939)  0.294
C (-0.9584, 2.3327, 1.1602)  0.694
H (1.0460, -3.8443, 0.7904)  0.311
C (0.4666, 1.2392, -0.4473)  -0.541
C (-1.2875, 3.5085, 2.0321)  -1.369
H (-2.1413, -0.7495, 0.4048)  0.362
H (-1.7283, 4.3135, 1.4386)  0.288

The calculation puts the orbital gap at 0.37152 Ha. The calculation puts the relative energy (zero: lowest compared OMol25 entry of this formula, charge and spin) at 2.7 kcal/mol. The value obtained for the HOMO energy is -9.0532 eV.